Record 1
Formula: C16H39NO3S2Si
Source: the Open Molecules 2025 dataset
Level of theory: the ωB97M-V functional and the def2-TZVPD basis

Geometry as XYZ:
```
62
Properties=species:S:1:pos:R:3:nbo_charge:R:1
S -1.048 1.256 -2.522 -0.09
S -0.613 -1.607 -2.542 0.26
Si 3.729 -4.794 -2.093 1.46
O -0.162 -1.459 4.109 -0.54
O -3.592 4.674 -2.097 -0.53
O 5.206 -5.170 -2.738 -1.08
N 1.106 0.205 -1.377 -0.46
C 2.590 -4.214 -3.438 -0.90
C 0.899 -1.967 6.275 -0.64
C -2.430 3.775 -0.116 -0.65
C -1.492 -1.384 4.594 -0.06
C -2.500 4.829 -1.206 -0.06
C 1.251 -3.737 -2.828 -0.42
C 1.842 -0.891 -0.728 -0.22
C -4.879 4.714 -1.509 -0.06
C 1.038 -1.551 0.401 -0.62
C -1.910 0.004 5.046 -0.65
C 2.662 1.144 -3.098 -0.63
C -0.044 0.022 -2.100 -0.08
C 0.802 -2.385 -3.386 -0.53
C 0.855 -1.101 5.028 -0.06
C -5.199 6.019 -0.800 -0.64
C 1.941 1.358 -1.769 -0.21
H -1.767 0.728 4.244 0.21
H -1.618 4.757 -1.843 0.19
H 1.285 -1.106 1.366 0.22
H 1.242 -2.622 0.468 0.21
H -1.652 -2.110 5.399 0.16
H 0.995 -3.020 6.007 0.21
H 2.230 -1.616 -1.445 0.19
H 5.942 -5.181 -2.125 0.50
H -2.106 -1.701 3.750 0.19
H 1.306 2.242 -1.808 0.23
H -6.233 6.003 -0.454 0.21
H 1.295 -3.671 -1.733 0.20
H 1.759 -1.686 6.885 0.22
H 0.007 -1.848 6.890 0.20
H 3.075 -3.409 -4.004 0.24
H -3.274 3.836 0.574 0.20
H 0.447 -2.516 -4.414 0.23
H 2.658 1.511 -0.959 0.20
H 2.432 -5.038 -4.141 0.25
H -5.020 3.869 -0.825 0.16
H 2.718 -0.411 -0.288 0.21
H 3.124 -5.973 -1.424 -0.22
H 3.126 2.079 -3.425 0.22
H -2.501 5.834 -0.765 0.15
H 1.783 -1.213 4.465 0.18
H -1.517 3.913 0.466 0.21
H 0.475 -4.479 -3.040 0.22
H -2.408 2.779 -0.557 0.23
H 1.621 -1.664 -3.435 0.22
H 0.773 -0.043 5.305 0.16
H -4.563 6.180 0.071 0.20
H 3.895 -3.723 -1.075 -0.24
H -0.037 -1.439 0.247 0.23
H -5.074 6.865 -1.478 0.21
H -2.967 -0.005 5.319 0.22
H -1.349 0.340 5.919 0.20
H 3.451 0.390 -3.020 0.20
H -5.564 4.567 -2.345 0.19
H 1.956 0.840 -3.876 0.22
```

Its molar mass is 385.7 u. As for the gap between HOMO and LUMO: 8.34 eV. As for the SMILES: CCN(CC)C(=S)SCCC[SiH2]O.CCOCC.CCOCC. Its net charge is 0. The largest force on an atom is 1.06 eV/Å.



Record 2
Formula: C6H10O2
Source: the Open Molecules 2025 dataset
Level of theory: the ωB97M-V functional and the def2-TZVPD basis

Geometry as XYZ:
```
18
Properties=species:S:1:pos:R:3:nbo_charge:R:1
O -0.402 1.921 -1.518 -0.68
O 1.371 -0.568 0.688 -0.50
C -0.949 -0.162 1.170 -0.43
C 0.755 0.388 -0.085 0.05
C -0.676 -0.077 -0.241 -0.23
C -0.438 -1.645 -0.549 -0.62
C -0.018 0.644 -1.446 0.19
C 0.507 -0.294 1.798 -0.11
H 0.667 0.847 2.468 0.17
H -1.371 0.564 1.951 0.24
H 0.665 -1.683 -1.066 0.20
H 0.860 -1.154 2.605 0.22
H -0.372 -2.294 0.378 0.21
H -1.493 -1.326 1.333 0.21
H -1.215 -2.136 -1.233 0.21
H 0.145 -0.051 -2.190 0.21
H -1.184 2.003 -1.973 0.48
H 0.466 1.282 0.479 0.18
```

Its molar mass is 114.1 u. As for the gap between HOMO and LUMO: 9.54 eV. The relative energy (zero: lowest compared OMol25 entry of this formula, charge and spin) comes out at 8.3644 eV. Its net charge is 0. The largest force on an atom is 7.12 eV/Å.



Record 3
Formula: C9H13BN2Sn
Source: the Open Molecules 2025 dataset
Level of theory: the ωB97M-V functional and the def2-TZVPD basis

Geometry as XYZ:
```
26
Properties=species:S:1:pos:R:3:nbo_charge:R:1
Sn 0.521 0.316 -0.109 1.93
N -0.160 0.361 1.882 -0.78
N 2.457 0.865 -0.264 -1.26
C -0.536 -1.288 -2.259 -0.31
C -0.480 1.866 -1.366 -0.27
C 0.858 -1.192 -1.917 -0.38
C -1.783 1.744 -0.984 -0.26
C -1.195 -2.041 -1.253 -0.33
C -0.245 -2.456 -0.289 -0.28
C -0.135 0.217 3.054 0.57
C 1.041 -1.918 -0.660 -0.39
C 0.362 2.485 -2.225 -0.34
B -0.080 0.037 4.562 -0.63
H -2.189 2.319 -0.144 0.24
H 2.009 -2.160 -0.223 0.28
H 1.664 -0.811 -2.546 0.27
H -0.418 -3.135 0.545 0.24
H 1.446 2.342 -2.147 0.27
H -0.035 1.143 5.074 0.05
H 2.755 1.429 0.550 0.34
H -0.976 -0.906 -3.177 0.23
H -2.493 1.139 -1.558 0.24
H -0.031 3.148 -3.000 0.23
H -2.246 -2.331 -1.275 0.23
H -1.057 -0.582 4.942 0.05
H 0.945 -0.591 4.788 0.05
```

Its molar mass is 278.7 u. As for the gap between HOMO and LUMO (spin up / spin down): 5.84 / 5.85 eV. The relative energy (zero: lowest compared OMol25 entry of this formula, charge and spin) comes out at 3.8578 eV. Its net charge is 0. The largest force on an atom is 4.17 eV/Å.



Record 4
Formula: C3H5NOS
Source: the Open Molecules 2025 dataset
Level of theory: the ωB97M-V functional and the def2-TZVPD basis

Geometry as XYZ:
```
11
Properties=species:S:1:pos:R:3:nbo_charge:R:1
S 1.359 1.088 0.358 0.18
O 0.986 -1.485 1.142 -0.70
N -0.740 0.678 -1.199 -0.41
C 0.541 -0.214 1.286 -0.09
C -1.217 -0.263 -0.364 -0.24
C 0.353 1.214 -1.078 -0.03
H -2.265 -0.034 0.010 0.20
H 0.719 1.812 -1.935 0.21
H -1.333 -1.191 -0.864 0.19
H 0.306 0.081 2.342 0.21
H 1.293 -1.686 0.302 0.48
```

Its molar mass is 103.1 u. As for the gap between HOMO and LUMO (spin up / spin down): 8.56 / 8.56 eV. The relative energy (zero: lowest compared OMol25 entry of this formula, charge and spin) comes out at 3.9537 eV. Its net charge is 0. The largest force on an atom is 3.55 eV/Å.



Record 5
Formula: C29H48NP3PmS2
Source: the Open Molecules 2025 dataset
Level of theory: the ωB97M-V functional and the def2-TZVPD basis

Geometry as XYZ:
```
84
Properties=species:S:1:pos:R:3:mulliken_charge:R:1
Pm 0.001 -0.069 -0.047 0.31
S -0.348 3.386 1.117 0.01
S 3.284 -4.939 0.111 -0.22
P -0.238 -2.823 -0.705 1.10
P -1.916 0.127 -2.229 0.88
P -1.991 -0.762 1.954 0.62
N -0.108 2.202 -0.008 0.10
C 2.605 -0.409 -0.191 -0.74
C -1.714 -3.730 -1.288 -1.34
C 1.179 6.438 -1.203 -0.96
C 4.971 -5.314 0.369 0.72
C -3.213 -2.128 1.840 -1.28
C 1.660 7.327 -0.247 -0.42
C 1.562 7.008 1.119 -0.69
C 5.501 -5.948 1.516 -0.43
C 0.593 5.217 -0.809 0.06
C 7.233 -4.929 -0.444 -0.48
C 0.201 -3.778 0.808 -1.17
C 5.858 -4.903 -0.649 -0.55
C -4.692 4.909 0.888 -0.54
C -1.385 -0.618 -3.823 -1.24
C -3.060 0.629 2.491 -1.01
C 2.290 -0.023 -1.461 -0.53
C -2.609 4.336 -0.206 -0.70
C 6.887 -5.975 1.711 -0.47
C 1.023 -3.375 -1.921 -1.22
C -4.132 4.569 2.129 -0.66
C 0.501 4.894 0.539 0.90
C -1.106 -1.163 3.517 -1.28
C -3.621 -0.554 -2.098 -1.23
C -2.062 3.966 1.019 1.15
C 0.988 5.801 1.512 -0.51
C -2.333 1.826 -2.793 -1.06
C -3.931 4.795 -0.272 -0.67
C 7.757 -5.449 0.746 -0.45
C -2.810 4.115 2.197 -0.48
H 1.047 -4.476 -1.929 0.50
H -2.941 2.349 -2.040 0.20
H -2.444 1.447 2.898 0.25
H 1.931 7.706 1.873 0.41
H 0.752 -2.992 -2.916 0.32
H 2.172 1.037 -1.705 0.47
H -0.460 -2.040 3.349 0.34
H -0.453 -0.321 3.784 0.41
H -4.137 -0.067 -1.260 0.35
H 0.258 2.631 -0.868 0.06
H -1.977 -3.377 -2.294 0.40
H -3.831 -1.986 0.943 0.32
H 2.194 -0.719 -2.294 0.30
H 2.657 -5.088 1.312 0.15
H 2.721 0.338 0.601 0.49
H -2.106 -0.389 -4.617 0.46
H 7.303 -6.390 2.630 0.37
H 4.824 -6.370 2.255 0.36
H -2.559 -3.550 -0.606 0.27
H -2.705 -3.094 1.734 0.37
H 0.196 4.537 -1.559 0.16
H 2.822 -1.444 0.089 0.37
H 7.891 -4.525 -1.211 0.36
H 2.015 -2.987 -1.655 0.17
H -3.860 -2.146 2.726 0.51
H -1.479 -4.806 -1.314 0.51
H -3.580 1.042 1.613 0.34
H -0.575 -3.652 1.578 0.17
H -1.994 4.284 -1.106 0.36
H -0.408 -0.210 -4.100 0.38
H 5.440 -4.509 -1.575 0.32
H -5.717 5.284 0.841 0.44
H 8.837 -5.444 0.913 0.38
H -3.590 -1.633 -1.902 0.29
H -2.888 1.779 -3.743 0.54
H -4.717 4.667 3.047 0.45
H -2.349 3.876 3.157 0.48
H -4.184 -0.366 -3.025 0.48
H 0.897 5.538 2.565 0.44
H -1.806 -1.362 4.339 0.41
H -3.790 0.299 3.244 0.53
H 1.159 -3.413 1.208 0.14
H 0.298 -4.844 0.547 0.55
H -1.409 2.401 -2.938 0.35
H 2.108 8.276 -0.551 0.41
H 1.245 6.682 -2.266 0.41
H -1.283 -1.705 -3.725 0.28
H -4.348 5.076 -1.241 0.47
```

Its molar mass is 712.8 u. As for the multiplicity: 5. As for the gap between HOMO and LUMO (spin up / spin down): 3.97 / 4.14 eV. As for the expectation value of S²: 6.006. Its net charge is +3. The largest force on an atom is 2.01 eV/Å.



Record 6
Formula: C15H21N5O3S2
Source: the Open Molecules 2025 dataset
Level of theory: the ωB97M-V functional and the def2-TZVPD basis

Geometry as XYZ:
```
46
Properties=species:S:1:pos:R:3:nbo_charge:R:1
S 1.588 0.081 -0.095 0.42
S 1.645 2.550 1.928 0.30
O 1.070 -3.777 0.221 -0.60
O -0.224 -1.938 0.431 -0.52
O 4.147 3.865 -0.359 -0.56
N -1.814 1.035 2.012 -0.35
N -0.624 1.260 2.603 -0.31
N 4.038 -0.635 -0.374 -0.50
N 3.844 1.661 -0.370 -0.62
N -0.700 2.232 0.588 -0.54
C -2.011 0.012 -1.784 -0.62
C 0.937 -2.577 0.186 0.78
C 1.983 -1.611 -0.100 -0.41
C -1.279 -2.943 2.371 -0.64
C -3.761 1.656 -2.512 -0.60
C -3.011 1.606 -0.116 -0.45
C 3.340 -1.785 -0.265 0.26
C 1.948 3.157 0.219 -0.64
C -1.325 -2.730 0.864 -0.07
C 4.049 -3.086 -0.319 -0.66
C 3.287 0.419 -0.287 0.26
C 0.016 1.983 1.710 0.15
C -2.579 1.412 -1.577 -0.21
C -1.847 1.625 0.800 0.39
C 3.382 2.947 -0.185 0.67
H 3.371 -3.894 -0.061 0.25
H -4.141 2.669 -2.401 0.21
H -2.214 -2.169 0.568 0.18
H 4.437 -3.247 -1.324 0.23
H -2.520 0.496 2.488 0.42
H -1.191 -0.177 -1.095 0.22
H 4.895 -3.068 0.364 0.23
H -1.637 -0.099 -2.799 0.22
H -3.457 1.517 -3.546 0.21
H -3.700 0.814 0.186 0.21
H 4.841 1.626 -0.573 0.43
H -1.184 -1.986 2.882 0.21
H -1.796 2.145 -1.788 0.22
H -0.423 -3.560 2.631 0.23
H -2.185 -3.441 2.702 0.21
H -4.568 0.959 -2.296 0.20
H 1.745 4.228 0.203 0.26
H -1.299 -3.691 0.340 0.21
H -3.533 2.564 -0.024 0.23
H 1.242 2.634 -0.425 0.28
H -2.783 -0.740 -1.623 0.19
```

Its molar mass is 383.5 u. As for the gap between HOMO and LUMO: 8.84 eV. As for the SMILES: CCOC(=O)c1sc(NC(=O)CSc2n[nH]c(CC(C)C)n2)nc1C. The relative energy (zero: lowest compared OMol25 entry of this formula, charge and spin) comes out at 0.0239 eV. Its net charge is 0. The largest force on an atom is 1.38 eV/Å.